14
Properties=species:S:1:pos:R:3:mulliken_charge:R:1 method="wB97M-V/def2-TZVPD" energy_ha=-453.04820 gap_ha=0.3932 charge=0 smiles="[H]/N=C(/ON)OC(C)=O" fmax_ev_per_a=3.29
C 0.613 -0.324 1.875 -0.919
C -0.003 -1.010 0.701 0.828
N 1.195 0.707 -1.184 -0.456
O 0.123 -0.257 -1.401 -0.314
O 0.082 -2.160 0.391 -0.460
H 0.937 1.430 -1.863 0.292
H 1.968 0.176 -1.589 0.257
H 1.638 -0.680 2.000 0.316
H 0.031 -0.581 2.762 0.320
H 0.580 0.759 1.759 0.294
N -1.913 0.854 -1.683 -0.678
C -1.159 0.167 -0.918 0.675
O -1.304 -0.125 0.343 -0.418
H -2.787 1.043 -1.192 0.262